Entry w
DFT (wB97M-V/def2-TZVPD) results for C6H14N4O2 in the gas phase.

The calculation puts the HOMO energy at -9.1 eV. For the lowest unoccupied orbital energy, the calculation gives 0.478 eV.

```
26
C6H14N4O2 (wB97M-V/def2-TZVPD)
C -2.140 -0.238 0.386
C -2.448 1.244 0.167
C -1.391 -0.886 -0.782
C -0.033 -0.278 -1.173
C 0.942 -0.172 0.003
C 3.310 0.358 0.413
H -3.733 -1.375 -0.147
H -3.253 -1.672 1.393
H -1.508 -0.244 1.294
H -1.244 -1.933 -0.505
H -2.040 -0.880 -1.672
H -0.180 0.699 -1.572
H 0.447 -0.893 -1.945
H 1.058 -1.136 0.486
H 0.533 0.530 0.754
H 2.209 1.078 -1.103
H 2.419 -0.322 1.960
H 4.646 0.599 -1.081
H 5.212 0.875 0.412
H -4.127 0.785 0.798
N -3.402 -0.939 0.700
N 2.242 0.266 -0.486
N 3.357 -0.043 1.624
N 4.430 0.929 -0.170
O -1.622 2.038 -0.236
O -3.686 1.609 0.483
```

Atom charges from the Mulliken analysis, given in e for atoms 1 to 5: atom 1 (C): 0.555, atom 2 (C): 0.292, atom 3 (C): -0.934, atom 4 (C): -1.017, atom 5 (C): -0.791

Entry x
DFT (wB97M-V/def2-TZVPD) results for C6H14N4O2 in the gas phase.

The calculation puts the HOMO energy at -9.2 eV. For the lowest unoccupied orbital energy, the calculation gives 0.620 eV.

```
26
C6H14N4O2 (wB97M-V/def2-TZVPD)
C 2.334 -1.213 0.323
C 3.283 -0.135 0.024
C 1.126 -0.550 0.903
C 0.190 0.000 -0.263
C -1.110 0.497 0.263
C -3.364 1.147 -0.606
H 3.767 -2.850 0.820
H 3.688 -1.622 2.046
H 1.771 -1.874 -0.475
H 1.387 0.217 1.650
H 0.688 -1.343 1.438
H 0.117 -0.970 -0.912
H 0.813 0.816 -0.777
H -0.945 1.667 0.755
H -1.567 -0.261 0.742
H -1.826 2.039 -1.261
H -4.885 2.440 -0.786
H -4.126 -0.982 -0.981
H -5.093 0.221 -0.243
H 3.808 1.024 -1.416
N 2.941 -2.169 1.348
N -1.984 0.882 -0.969
N -3.938 2.244 -0.977
N -4.127 -0.055 -0.151
O 4.001 0.477 0.757
O 3.049 0.353 -1.252
```

Atom charges from the Mulliken analysis, given in e for atoms 1 to 5: atom 1 (C): 0.565, atom 2 (C): 0.233, atom 3 (C): -1.136, atom 4 (C): -0.182, atom 5 (C): -0.825

So which one wins? Going from most stable to least: entry w, entry x.